1.
The following is a DFT calculation (ωB97M-V/def2-TZVPD) of a 14-piece molecular cluster, C3H31NO15S overall at a distorted geometry.

The calculation puts the energy above the lowest of the compared OMol25 structures with the same formula, charge and spin at 0.0000 eV. The charge is -2. For the molar mass, the calculation gives 353.34 g mol⁻¹. For the HOMO-LUMO gap, the calculation gives 6.18 eV. The value obtained for the HOMO energy is -1.225 eV.

CARTESIAN COORDINATES (ANGSTROEM)
C -0.1737 -0.7406 2.1265
C 1.0391 -0.3843 2.9679
S 1.0116 1.4181 3.3016
N 0.2820 -0.4078 0.7702
C -0.6243 -0.5315 -0.3149
O -1.7028 -1.1609 0.0039
O -0.3321 0.0021 -1.4025
H -0.4892 -1.8201 2.1968
H -0.9998 -0.1381 2.5740
H 1.9380 -0.5696 2.3539
H 1.1417 -0.8863 3.9277
H 0.9031 0.3868 0.6814
H 0.0401 2.5959 -1.8705
H -0.1927 1.8369 -0.6073
O -0.3671 2.6994 -1.0019
H 3.8576 -0.6625 0.4776
H 4.3086 -0.7977 -0.9740
O 4.5408 -0.3300 -0.1390
H -3.9039 -0.7926 1.6488
H -2.5577 -1.3163 2.2262
O -3.4009 -0.9047 2.4677
H 2.0229 0.8666 -2.1610
H 0.9786 -0.1481 -2.8069
O 1.8362 0.3187 -2.9496
H 1.3556 -1.9022 0.2873
H 1.1601 -3.3692 0.1441
O 1.8722 -2.7252 0.2237
H -1.4083 3.0535 1.0822
H -1.6236 2.7599 2.5038
O -2.0353 3.2589 1.7890
H -2.6511 -0.0115 -0.8643
H -2.6460 0.8722 -2.1565
O -3.1930 0.2111 -1.6762
H -0.5463 -3.2913 -1.8688
H -1.3088 -3.5753 -0.5469
O -0.5536 -3.8489 -1.0836
H 2.8097 -0.9624 -2.2301
H 2.9731 -2.4553 -1.5856
O 3.3863 -1.7681 -2.1214
H 0.7508 3.6864 0.3005
H 1.4553 3.8760 1.6088
O 1.6391 3.7569 0.6684
H 2.2375 2.2465 0.0771
H 3.2155 1.2328 -0.4304
O 2.2619 1.4488 -0.5028
H -1.4424 -1.3543 -2.9533
H -2.3412 -2.1044 -1.9540
O -2.0175 -2.1287 -2.8636
H -4.0044 1.9706 0.8820
H -3.9731 1.0036 -0.3980
O -4.5287 1.5861 0.1719

Atomic partial charges in e from the Löwdin method, atoms 1 to 6:
1 C -0.325
2 C -0.702
3 S 0.206
4 N 0.015
5 C -0.674
6 O -0.086

2.
The following is a DFT calculation (ωB97M-V/def2-TZVPD) of a 14-piece molecular cluster, C3H32BFN2O17S2 overall at a distorted geometry.

The charge is 0. For the molar mass, the calculation gives 462.23 g mol⁻¹. For the HOMO-LUMO gap, the calculation gives 7.45 eV. The value obtained for the HOMO energy is -9.636 eV.

CARTESIAN COORDINATES (ANGSTROEM)
C 1.9019 -0.7428 -0.6688
C 0.8494 0.3758 -0.0186
O -0.1379 0.6717 -1.0706
B -1.4631 1.0142 -0.5160
O -2.0612 2.3639 -0.7111
N -2.2620 -0.0076 0.2730
N -2.8733 0.5919 1.3633
C -1.8861 1.0715 2.2337
S -1.0072 2.2538 3.1493
S -3.5004 -0.7884 -0.6789
O -4.0037 -2.0249 0.1639
O -4.7629 0.0774 -0.9389
F -2.9527 -1.4451 -2.1747
H 3.0065 -0.5641 -0.3099
H 1.5000 -1.7962 -0.3541
H 1.8161 -0.6472 -1.8505
H 0.3925 -0.0445 0.9795
H 1.5340 1.3221 0.2247
H -1.5884 2.8248 -1.4722
O -4.0734 2.7624 -2.7228
H -4.9754 2.7771 -3.0767
H -4.0399 1.9464 -2.2014
O 2.6141 -2.6729 -2.8126
H 1.7122 -2.6581 -3.1665
H 2.6476 -3.4888 -2.2912
O -1.8285 -0.7179 -5.1515
H -2.0940 -0.5466 -4.2354
H -2.6036 -1.1474 -5.5434
O 4.3537 0.6709 0.8335
H 5.1688 0.2478 1.1427
H 4.6515 1.2660 0.1293
O -0.3285 5.4207 2.2496
H -0.5940 5.5920 3.1657
H -1.1036 4.9912 1.8578
O -1.8070 -4.5366 0.6153
H -2.1127 -3.6487 0.3762
H -2.6064 -4.9813 0.9347
O 1.0439 -0.3201 4.1318
H 0.8904 -0.6950 5.0121
H 1.4396 0.5458 4.3120
O -2.8033 4.9145 0.7668
H -3.6153 5.3720 1.0319
H -2.8075 4.9717 -0.2004
O 1.4455 -3.6101 4.1477
H 0.5609 -3.9177 3.8989
H 1.3675 -2.6443 4.1425
O 7.1656 0.9982 1.2202
H 7.6771 0.3038 1.6620
H 7.4313 1.8107 1.6764
O 2.2341 3.2321 0.3461
H 2.9739 3.4962 -0.2213
H 1.7659 4.0620 0.5216
O 0.5072 -0.9763 -3.4457
H -0.1985 -0.9826 -4.1098
H 1.2653 -0.5951 -3.9135
O -0.9545 -7.4689 0.5162
H -1.8391 -7.7765 0.2674
H -1.0325 -6.5031 0.5110

Atomic partial charges in e from the Löwdin method, atoms 1 to 6:
1 C -0.073
2 C -0.195
3 O -0.025
4 B -0.558
5 O 0.070
6 N -0.157

3.
The following is a DFT calculation (ωB97M-V/def2-TZVPD) of C3H32NO12S as an isolated structure at a distorted geometry.

The calculation puts the energy above the lowest of the compared OMol25 structures with the same formula, charge and spin at 4.8774 eV. The charge is -1. For the molar mass, the calculation gives 306.35 g mol⁻¹. For the HOMO-LUMO gap, the calculation gives 7.14 eV. The value obtained for the HOMO energy is -4.586 eV.

CARTESIAN COORDINATES (ANGSTROEM)
C -3.1519 1.8037 0.6681
N -1.6574 2.0207 0.5183
C -1.1022 2.4828 1.7917
C 0.3264 2.8967 1.4948
S 1.5223 1.6924 2.3238
H -3.5993 1.3952 -0.1881
H -3.5972 2.8485 0.8440
H -3.2942 1.0731 1.5010
H -1.1698 1.1906 0.2390
H -1.7544 3.3083 2.1681
H -1.3426 1.7829 2.6915
H 0.5576 3.8524 1.9121
H 0.5329 2.8336 0.3776
H 0.4074 -2.9131 0.5053
H 1.9078 -3.2257 0.0354
O 0.9673 -3.2587 -0.1851
H -0.0730 1.1895 -1.4914
H 1.3342 0.6771 -1.4636
O 0.5733 0.7884 -2.0155
H 0.1245 -2.7900 -1.9456
H 0.9972 -2.6162 -2.9608
O 0.1389 -3.1056 -2.8404
H 3.7570 1.2881 1.1499
H 3.3390 -0.1677 0.6962
O 3.9517 0.5093 0.6938
H 0.8356 0.3046 1.3721
H -0.4242 -0.3045 1.1839
O 0.4459 -0.7014 1.1865
H 0.6167 -2.2450 3.1126
H -0.0239 -3.6984 3.0937
O -0.1988 -2.7610 3.1744
H -2.9455 0.1797 -1.7992
H -2.8966 1.6125 -1.9826
O -3.0426 0.8557 -2.5084
H 2.8557 -1.8538 2.4222
H 3.8417 -2.0346 1.2245
O 3.4947 -2.4182 2.0329
H -0.5464 3.4630 -2.2923
H -1.4921 3.3997 -1.1385
O -1.3745 3.0358 -2.0520
H 2.3013 -1.1188 -0.9211
H 3.6012 -0.5844 -1.4917
O 3.1745 -1.3753 -1.2183
H -0.6173 -1.8104 -4.6373
H -0.4598 -0.3673 -4.1568
O -0.2846 -0.9268 -4.9878
H -1.4779 -2.3229 1.4981
H -2.8899 -1.8089 1.5133
O -2.1886 -2.0756 0.8517

Atomic partial charges in e from the Löwdin method, atoms 1 to 6:
1 C -0.089
2 N -0.155
3 C -0.367
4 C -0.573
5 S 0.424
6 H 0.022

4.
The following is a DFT calculation (ωB97M-V/def2-TZVPD) of a 14-piece molecular cluster, C3H33NO15S overall at a distorted geometry.

The calculation puts the energy above the lowest of the compared OMol25 structures with the same formula, charge and spin at 4.0775 eV. The charge is 0. For the molar mass, the calculation gives 355.36 g mol⁻¹. For the HOMO-LUMO gap, the calculation gives 8.75 eV. The value obtained for the HOMO energy is -8.700 eV.

CARTESIAN COORDINATES (ANGSTROEM)
O -0.6259 -2.3048 3.2743
C -0.4939 -2.4584 2.0881
O -1.1560 -3.5063 1.4947
C 0.3945 -1.6950 1.1185
C 1.3150 -2.6403 0.4373
S 2.4827 -3.6793 1.3962
N -0.5889 -1.1410 0.1691
H -2.0028 -3.1925 1.1333
H 0.8364 -0.8793 1.7242
H 2.0619 -2.0201 -0.0831
H 0.9574 -3.2334 -0.4019
H 1.7525 -4.7877 1.1020
H -0.2188 -1.0116 -0.7476
H -0.7901 -0.1245 0.2321
H 1.8330 4.4906 -0.8784
H 1.4390 5.2456 -2.2391
O 1.2322 5.1131 -1.3068
H 3.1115 2.8173 0.2978
H 4.3084 3.6341 -0.1878
O 3.6425 3.0094 -0.4852
H -0.7590 -0.5820 -3.3945
H -2.0448 -1.0894 -2.6062
O -1.1058 -0.9107 -2.5599
H -1.6582 0.5332 3.3606
H -0.2989 0.5708 4.0392
O -0.8502 1.0691 3.4137
H -0.4710 0.9000 -5.1780
H 1.0037 0.2911 -5.4396
O 0.1998 0.2620 -4.9147
H -3.2925 3.7731 0.2684
H -3.7259 2.3446 -0.1161
O -3.6584 2.9629 0.6280
H -0.4571 2.2877 1.7278
H -0.5690 2.9627 0.5237
O 0.1384 2.3920 0.9729
H 1.6433 1.0072 0.0689
H 1.6693 0.8705 1.5968
O 2.1657 0.6741 0.8040
H -3.3307 -2.9843 -1.7640
H -2.0055 -2.9154 -0.9601
O -2.4226 -3.3133 -1.7477
H -3.5629 -1.0600 2.4432
H -4.8591 -1.3743 2.0270
O -4.0080 -1.1360 1.6021
H -0.2110 2.7527 -2.7962
H 1.2007 2.1535 -2.9634
O 0.6068 2.8480 -3.2578
H 2.8703 0.0962 -1.6384
H 2.2211 -1.2513 -2.1061
O 2.1110 -0.4901 -1.5350
H -0.3924 4.7995 -0.8422
H -1.3986 4.9287 0.3614
O -1.1341 4.3458 -0.3564

Atomic partial charges in e from the Löwdin method, atoms 1 to 6:
1 O 0.114
2 C -0.496
3 O 0.050
4 C -0.367
5 C -0.530
6 S 0.729

5.
The following is a DFT calculation (ωB97M-V/def2-TZVPD) of a 15-piece molecular cluster, C3H36N2O16 overall at a distorted geometry.

The calculation puts the energy above the lowest of the compared OMol25 structures with the same formula, charge and spin at 0.0000 eV. The charge is 0. For the molar mass, the calculation gives 356.32 g mol⁻¹. For the HOMO-LUMO gap, the calculation gives 10.21 eV. The value obtained for the HOMO energy is -10.183 eV.

CARTESIAN COORDINATES (ANGSTROEM)
N -2.9105 -0.4648 1.2395
C -1.5980 -0.3377 0.6413
C -1.2817 -1.4999 -0.3663
O -0.5449 -2.5125 0.3254
C -1.1985 1.0387 0.1547
N -1.9338 2.1377 0.5134
O -0.2281 1.2927 -0.5661
H -3.1372 -1.4504 1.2655
H -2.8738 -0.1848 2.2121
H -0.8104 -0.5136 1.3895
H -0.6797 -1.1318 -1.2006
H -2.2488 -1.9418 -0.6263
H 0.3035 -2.8397 -0.1372
H -1.6172 3.0477 0.2409
H -2.7458 2.0510 1.1395
H 0.3709 -2.0602 2.4287
H 1.8275 -1.6444 2.5680
O 1.0255 -1.8183 3.0842
H -1.4687 -3.7758 -2.5705
H -1.0682 -2.4347 -3.2624
O -0.7030 -3.3422 -3.0356
H 0.5974 1.3233 3.9153
H 0.6941 -0.1960 4.0300
O 0.0512 0.5264 3.9384
H -3.9529 0.2771 -0.4696
H -4.7458 0.8256 -1.6296
O -4.3532 0.0078 -1.3209
H 2.4544 -1.7238 -0.6217
H 1.2204 -1.0375 -0.3759
O 2.1783 -0.8444 -0.3410
H -0.1639 1.2971 -3.5791
H 0.9965 0.4472 -4.1756
O 0.0999 0.8037 -4.3660
H -2.4052 -0.4978 -3.4355
H -1.0984 -0.3551 -4.2468
O -1.7763 -1.0216 -3.9518
H 1.7085 -4.0367 -1.8410
H 0.7087 -3.1184 -2.1411
O 1.3930 -3.2416 -1.4000
H -2.0023 2.3187 3.4736
H -2.9507 1.2046 3.9599
O -2.8889 1.9235 3.3142
H 1.6340 0.8913 2.3174
H 2.2526 0.3632 1.0641
O 2.3751 0.3480 2.0374
H 2.1470 0.0213 -2.1918
H 1.8567 -1.2532 -2.9621
O 2.1812 -0.3624 -3.0896
H 4.4903 1.1944 1.1591
H 4.6614 0.9335 -0.3172
O 4.5857 1.6686 0.3219
H 2.8636 2.5252 0.1960
H 1.4296 3.0110 0.0552
O 2.3171 3.3435 0.2867
H 0.9793 3.8483 3.1820
H 2.1545 2.7383 2.8631
O 1.3072 2.9472 3.3021

Atomic partial charges in e from the Löwdin method, atoms 1 to 6:
1 N 0.071
2 C -0.279
3 C -0.184
4 O -0.110
5 C -0.460
6 N 0.180

6.
The following is a DFT calculation (ωB97M-V/def2-TZVPD) of a 16-piece molecular cluster, C3H38O16 overall at a distorted geometry.

The calculation puts the energy above the lowest of the compared OMol25 structures with the same formula, charge and spin at 0.6680 eV. The spin multiplicity is 2. The charge is +1. For the molar mass, the calculation gives 330.32 g mol⁻¹. For the HOMO-LUMO gap (spin up / spin down), the calculation gives 8.65 / 5.06 eV. The value obtained for the HOMO energy (spin up / spin down) is -12.408 / -12.408 eV. Its expectation value of S² is 0.755.

CARTESIAN COORDINATES (ANGSTROEM)
O 0.6815 3.3700 -0.0266
H 0.5599 3.5894 0.9001
H 0.4982 2.4355 -0.1477
H 0.1611 3.9278 -0.6094
C -1.2399 -1.1786 -0.2734
C -0.5808 0.1302 0.1549
C 0.6691 -0.2423 1.0095
O -0.4581 1.0179 -0.9188
H -1.0173 -1.9940 0.4148
H -0.9855 -1.6122 -1.2405
H -2.3231 -1.0571 -0.2821
H -1.2156 0.6211 0.8926
H 0.5139 -0.9871 1.7901
H 0.9380 0.6441 1.5841
H 1.4964 -0.5781 0.3843
O 1.7695 1.6565 3.8455
H 2.7157 1.7929 3.7975
H 1.6701 0.7178 4.0044
O 3.9486 1.2222 1.7646
H 3.3807 1.2142 0.9941
H 4.4963 0.4432 1.6671
O 1.4687 -3.2856 -1.3505
H 0.9673 -4.0708 -1.5700
H 1.2245 -3.0900 -0.4459
O -2.1645 -4.1444 -0.6265
H -1.9538 -5.0741 -0.5396
H -1.4011 -3.6908 -0.2691
O -3.0389 2.5908 -0.0532
H -2.5589 2.8054 0.7467
H -2.4888 1.9457 -0.4974
O 0.8695 3.8493 2.5381
H 1.0994 4.6665 2.9804
H 1.3769 3.1783 2.9948
O 2.7801 -1.4714 3.8980
H 1.8455 -1.6782 3.9068
H 3.0860 -1.7794 3.0449
O 0.6008 -1.8389 -3.7591
H -0.0577 -2.3883 -4.1844
H 0.7291 -2.2400 -2.8995
O 1.3172 0.5532 -3.5303
H 0.9054 0.7838 -2.6975
H 1.1800 -0.3906 -3.6125
O -4.5631 -3.2571 -1.6981
H -4.4537 -2.5879 -2.3738
H -3.6705 -3.4746 -1.4291
O -1.7390 0.2642 -3.3616
H -1.5602 0.3790 -2.4283
H -0.9156 0.4919 -3.7934
O 3.1915 1.1552 -1.1919
H 3.5944 2.0197 -1.1114
H 3.8582 0.6187 -1.6207
O -4.4087 -0.1655 -2.4605
H -3.5063 0.1528 -2.4362
H -4.7322 -0.0381 -1.5687
O -1.0648 1.1556 4.1559
H -0.1258 1.3395 4.1833
H -1.3697 1.5830 3.3555

Atomic partial charges in e from the Löwdin method, atoms 1 to 6:
1 O 0.324
2 H 0.077
3 H 0.092
4 H 0.186
5 C -0.036
6 C -0.435